{
  "formula": "C66H148O36",
  "method": "the ωB97M-V functional and the def2-TZVPD basis",
  "elements": ["C", "O", "C", "C", "O", "C", "C", "O", "C", "H", "H", "H", "H", "H", "H", "H", "H", "H", "H", "H", "H", "H", "H", "C", "O", "C", "C", "O", "C", "C", "O", "C", "H", "H", "H", "H", "H", "H", "H", "H", "H", "H", "H", "H", "H", "H", "C", "O", "C", "C", "O", "C", "C", "O", "C", "H", "H", "H", "H", "H", "H", "H", "H", "H", "H", "H", "H", "H", "H", "C", "O", "C", "C", "O", "C", "C", "O", "C", "H", "H", "H", "H", "H", "H", "H", "H", "H", "H", "H", "H", "H", "H", "C", "O", "C", "C", "O", "C", "C", "O", "C", "H", "H", "H", "H", "H", "H", "H", "H", "H", "H", "H", "H", "H", "H", "C", "O", "C", "C", "O", "C", "C", "O", "C", "H", "H", "H", "H", "H", "H", "H", "H", "H", "H", "H", "H", "H", "H", "C", "O", "C", "C", "O", "C", "C", "O", "C", "H", "H", "H", "H", "H", "H", "H", "H", "H", "H", "H", "H", "H", "H", "C", "O", "C", "C", "O", "C", "C", "O", "C", "H", "H", "H", "H", "H", "H", "H", "H", "H", "H", "H", "H", "H", "H", "C", "O", "C", "C", "O", "C", "C", "O", "C", "H", "H", "H", "H", "H", "H", "H", "H", "H", "H", "H", "H", "H", "H", "C", "O", "C", "C", "O", "C", "C", "O", "C", "H", "H", "H", "H", "H", "H", "H", "H", "H", "H", "H", "H", "H", "H", "O", "C", "O", "C", "C", "O", "H", "H", "H", "H", "O", "C", "O", "C", "C", "O", "H", "H", "H", "H"],
  "positions_angstrom": [[-21.7974, 18.6954, 27.6447], [-20.7064, 18.4215, 26.7619], [-19.5178, 18.9797, 27.2581], [-18.6914, 18.0611, 28.2157], [-19.0642, 18.1693, 29.6339], [-18.2463, 18.9727, 30.3978], [-18.5935, 20.4839, 30.4395], [-18.3424, 21.0603, 29.1563], [-18.6228, 22.4581, 29.1613], [-22.6870, 18.4169, 27.0975], [-21.8393, 19.7359, 27.8769], [-21.7130, 18.1764, 28.6259], [-19.7403, 19.8945, 27.7797], [-18.8734, 19.1881, 26.4349], [-17.6079, 18.2735, 28.1216], [-18.9779, 17.0807, 27.8678], [-17.2150, 18.9662, 30.1145], [-18.3095, 18.5209, 31.4021], [-17.9674, 21.0021, 31.2357], [-19.6951, 20.6103, 30.5395], [-18.4323, 22.7885, 28.0655], [-18.0711, 23.0185, 29.8934], [-19.6449, 22.5585, 29.4726], [-8.8240, 21.4602, 22.9892], [-8.8692, 21.1049, 24.3996], [-9.8215, 21.7731, 25.1694], [-11.2384, 21.2172, 24.9031], [-11.4037, 19.8462, 25.2045], [-11.3737, 18.8952, 24.1709], [-11.2633, 17.5732, 24.8509], [-12.3234, 17.3312, 25.8363], [-13.5019, 16.7821, 25.2100], [-9.7739, 21.5059, 22.4341], [-8.2820, 20.6560, 22.4247], [-8.1632, 22.3377, 22.9194], [-9.7540, 22.8600, 25.1203], [-9.6529, 21.5580, 26.2177], [-11.6091, 21.3867, 23.9195], [-11.9483, 21.7597, 25.5473], [-10.4261, 19.0810, 23.6262], [-12.1884, 19.0121, 23.4944], [-10.3525, 17.5299, 25.4296], [-11.2164, 16.7079, 24.1590], [-14.2257, 16.6410, 26.0056], [-13.3148, 15.8300, 24.6074], [-13.9116, 17.5280, 24.5228], [-21.0655, 29.2194, 16.3109], [-20.3407, 28.1810, 15.5730], [-20.8018, 26.7941, 16.0002], [-19.8748, 26.2236, 16.9897], [-20.1780, 26.8222, 18.2170], [-19.2454, 26.4743, 19.2518], [-19.4127, 25.1000, 19.8359], [-20.0099, 25.1445, 21.0765], [-20.4598, 23.9757, 21.7431], [-20.4669, 30.1839, 16.3520], [-21.2507, 28.9098, 17.3679], [-22.0388, 29.3749, 15.8212], [-20.7201, 26.2790, 15.0585], [-21.8335, 26.7974, 16.3422], [-18.8450, 26.4595, 16.6797], [-19.9996, 25.1045, 17.0071], [-19.3506, 27.2359, 20.0719], [-18.2825, 26.6954, 18.7874], [-18.3784, 24.6601, 19.8687], [-19.9477, 24.5666, 19.0026], [-21.4633, 23.6553, 21.4123], [-20.5505, 24.2930, 22.7797], [-19.6861, 23.1625, 21.6415], [-11.1240, 25.3947, 22.7993], [-11.7763, 24.9301, 23.9607], [-13.0760, 25.3570, 24.0419], [-13.6670, 24.7280, 25.3113], [-15.1022, 25.0631, 25.2654], [-15.7852, 24.5729, 26.4358], [-17.1420, 25.2573, 26.4336], [-17.9749, 24.8322, 25.4032], [-17.7320, 25.4660, 24.1966], [-11.5381, 25.0286, 21.8908], [-10.0688, 25.2461, 22.9405], [-11.2324, 26.5067, 22.7511], [-13.6736, 24.9532, 23.2129], [-13.1400, 26.4663, 23.9778], [-13.2653, 25.0418, 26.3121], [-13.5024, 23.6487, 25.2166], [-15.2839, 24.7449, 27.3814], [-15.9546, 23.4852, 26.3217], [-17.0128, 26.3727, 26.3901], [-17.6537, 24.9524, 27.3645], [-17.8355, 26.5692, 24.1755], [-18.3374, 25.0367, 23.4139], [-16.7151, 25.2541, 23.9348], [-10.5706, 21.7081, 33.3756], [-11.6146, 22.6304, 33.3159], [-12.4852, 22.2619, 32.2747], [-13.8340, 22.9635, 32.4306], [-14.5522, 22.6130, 33.6099], [-14.4279, 23.3954, 34.8151], [-15.7485, 24.1294, 35.1770], [-16.6307, 23.1760, 35.6473], [-17.9236, 23.3417, 35.1306], [-9.8650, 21.9827, 34.1566], [-10.0571, 21.7487, 32.4521], [-10.9668, 20.6547, 33.5608], [-12.6828, 21.1207, 32.3599], [-12.1306, 22.5614, 31.2636], [-14.4870, 22.6129, 31.6109], [-13.5530, 24.0376, 32.3562], [-13.5466, 24.0959, 34.6862], [-14.2617, 22.6370, 35.5817], [-16.1780, 24.6820, 34.3437], [-15.5169, 24.8513, 35.9702], [-17.9294, 23.4851, 34.0424], [-18.3483, 24.3326, 35.5405], [-18.4727, 22.4606, 35.4356], [-15.8228, 29.5406, 13.7230], [-16.1982, 29.7134, 15.0878], [-17.3383, 28.9004, 15.4637], [-17.7578, 29.1412, 16.8997], [-16.9088, 28.5488, 17.7963], [-16.9024, 29.1529, 19.0647], [-15.8618, 28.3873, 19.8498], [-16.1752, 27.0304, 20.0809], [-15.2956, 26.2855, 20.8880], [-14.9119, 30.1603, 13.5344], [-16.6752, 29.8713, 13.1444], [-15.5973, 28.4941, 13.5502], [-17.0526, 27.8474, 15.2939], [-18.1852, 29.1338, 14.7450], [-18.7897, 28.9316, 17.1298], [-17.7751, 30.2660, 16.9796], [-17.8591, 29.0053, 19.5806], [-16.6308, 30.2374, 18.9711], [-15.7743, 28.9682, 20.7931], [-14.8873, 28.3877, 19.3509], [-15.1495, 26.6621, 21.8720], [-14.2976, 26.1469, 20.3381], [-15.7608, 25.3458, 21.0844], [-12.9540, 12.3803, 27.0738], [-13.8643, 12.7201, 28.1078], [-13.3460, 12.6046, 29.4039], [-14.4530, 12.7711, 30.3860], [-14.8483, 14.1045, 30.5349], [-16.0320, 14.4260, 29.7826], [-16.2973, 15.9203, 29.9165], [-15.6540, 16.7555, 28.9251], [-14.2221, 16.7757, 28.9729], [-12.6810, 11.3389, 27.1308], [-11.9999, 12.9114, 26.9568], [-13.5734, 12.5822, 26.1939], [-12.7018, 13.4801, 29.6224], [-12.6816, 11.7021, 29.4777], [-14.1227, 12.3334, 31.3286], [-15.3266, 12.2734, 29.9659], [-16.8786, 13.8843, 30.2441], [-15.7951, 14.1909, 28.7522], [-15.9928, 16.2070, 30.9337], [-17.3206, 16.1370, 29.7234], [-13.7769, 15.8074, 28.8262], [-13.8793, 17.1937, 29.9588], [-13.8589, 17.4543, 28.1928], [-16.0825, 22.4379, 22.8963], [-15.9685, 21.6751, 24.1158], [-14.7631, 21.0078, 24.3305], [-14.8761, 20.1599, 25.5510], [-14.8801, 21.0026, 26.7349], [-15.5238, 20.5623, 27.8924], [-14.9825, 21.3177, 29.0601], [-13.7967, 20.7242, 29.7316], [-12.8987, 20.1324, 28.9076], [-15.2869, 23.1568, 22.7486], [-17.0971, 22.8571, 22.9993], [-16.0575, 21.8003, 21.9645], [-13.9646, 21.7261, 24.5026], [-14.4102, 20.2724, 23.5625], [-14.0228, 19.4549, 25.7640], [-15.7990, 19.5970, 25.4229], [-15.4139, 19.4341, 28.0545], [-16.5912, 20.6408, 27.8922], [-15.6971, 21.3706, 29.8818], [-14.7570, 22.3339, 28.8116], [-12.1108, 19.5516, 29.4712], [-12.3351, 20.9101, 28.3807], [-13.2482, 19.5073, 28.0795], [-20.6150, 20.3102, 22.3853], [-19.2125, 20.4700, 22.6211], [-18.8890, 20.3282, 24.0046], [-19.1230, 21.6069, 24.7815], [-20.5072, 21.7981, 25.0729], [-20.7489, 22.8922, 25.8984], [-22.1239, 23.4490, 25.7250], [-22.2309, 23.8592, 24.3751], [-23.3904, 24.5794, 24.1859], [-21.2094, 21.0712, 22.8765], [-20.7919, 19.3339, 22.7265], [-20.6601, 20.3685, 21.3301], [-17.8158, 20.0823, 23.9899], [-19.3325, 19.3967, 24.3692], [-18.7365, 22.4325, 24.2103], [-18.5626, 21.5180, 25.7292], [-20.0901, 23.7647, 25.8120], [-20.6276, 22.4949, 26.9538], [-22.2045, 24.2379, 26.4951], [-22.8945, 22.6743, 25.9256], [-23.3950, 25.5068, 24.8180], [-24.3064, 23.9781, 24.4293], [-23.4211, 24.8984, 23.1428], [-19.1678, 20.3958, 38.1765], [-19.5151, 19.0202, 38.2467], [-18.5046, 18.1126, 37.7882], [-18.3782, 18.0434, 36.2817], [-17.5884, 19.0979, 35.7500], [-17.3895, 19.0337, 34.3400], [-16.2933, 20.0000, 33.9405], [-16.0234, 19.8232, 32.5684], [-15.0272, 18.8853, 32.2375], [-19.3497, 20.8255, 37.2202], [-18.1321, 20.5042, 38.4715], [-19.7616, 20.9248, 38.9146], [-18.8943, 17.1879, 38.1544], [-17.5423, 18.2515, 38.2867], [-19.4537, 18.0382, 35.9623], [-17.9417, 17.0816, 36.0202], [-18.3124, 19.2433, 33.8057], [-17.0572, 18.0026, 34.0943], [-15.3117, 19.7225, 34.4721], [-16.6044, 21.0102, 34.1037], [-15.2954, 17.8325, 32.4696], [-14.0594, 19.1436, 32.6960], [-15.0147, 18.8184, 31.1267], [-12.8891, 22.7345, 21.7046], [-13.1869, 22.0235, 20.8024], [-14.2113, 22.2931, 20.0031], [-14.0792, 21.4933, 18.8737], [-13.2485, 20.3318, 19.3269], [-12.5688, 20.8853, 20.4749], [-15.0238, 21.2373, 18.4561], [-13.4514, 22.0468, 18.1347], [-12.6343, 20.0220, 18.4958], [-13.8917, 19.4570, 19.6537], [-15.7421, 18.6280, 21.0281], [-16.3331, 18.1351, 21.9300], [-16.1930, 18.4391, 23.2289], [-17.0306, 17.5365, 23.9752], [-18.0473, 17.0932, 22.9486], [-17.2262, 17.1120, 21.7667], [-16.4333, 16.6893, 24.2239], [-17.3836, 17.9970, 24.9043], [-18.7324, 17.8991, 22.7842], [-18.5688, 16.1986, 23.0185]],
  "forces_ev_per_a": [[0.4, -1.0, 0.0], [-0.3, -0.1, 0.6], [0.5, -0.5, 1.3], [-0.9, 1.2, 0.4], [-0.3, -0.6, -2.3], [-0.1, 1.2, 1.5], [-0.5, -0.3, -0.1], [0.8, 0.3, 0.5], [0.2, -0.9, -2.2], [-0.3, -0.2, 0.1], [0.0, 1.1, 0.0], [0.0, 0.0, -0.7], [0.1, 0.6, 0.1], [0.4, 0.2, -0.8], [-0.5, -0.3, 0.0], [0.4, -0.7, 0.3], [0.9, -0.5, -0.5], [0.1, 0.6, -0.1], [-0.9, -0.6, -0.7], [0.5, -0.1, 0.8], [-0.4, -0.2, 2.0], [0.9, 0.2, 0.2], [-1.0, 0.4, -0.3], [1.2, -0.9, 0.3], [0.4, -0.4, -1.4], [-1.3, -0.7, 0.1], [-0.3, 0.6, 0.6], [-0.1, 0.3, 1.1], [2.0, 1.0, 0.3], [-0.9, -1.4, 0.9], [0.0, -0.6, -1.5], [0.9, 0.2, -0.4], [0.0, 0.6, 0.7], [-0.2, 0.4, 0.9], [-0.7, 0.1, -0.3], [-0.3, 0.2, -0.6], [0.5, -0.4, 0.2], [0.0, 0.4, -1.2], [0.2, -0.1, 0.1], [-0.4, -0.4, -0.3], [-1.0, 0.0, -0.6], [0.3, 0.3, 0.2], [-0.2, 0.5, 0.0], [-0.1, -0.3, 0.1], [-0.1, 1.0, 1.0], [-0.1, -0.1, -0.2], [0.5, -0.2, 0.2], [-1.6, -0.7, 1.7], [0.6, 2.3, -1.9], [0.3, -0.7, 0.3], [-0.3, -0.2, 0.9], [0.1, 2.1, 0.3], [1.3, -1.0, -1.9], [-0.7, 0.7, 0.4], [0.9, -0.2, -0.3], [-0.6, -1.2, -0.4], [0.2, 0.1, -0.8], [0.3, 0.2, 0.1], [-0.2, -0.5, -0.3], [-0.1, 0.2, 0.0], [0.0, -0.2, 0.1], [0.1, 0.7, 0.0], [-0.2, -0.7, -0.7], [0.4, -0.6, 0.4], [-0.7, 0.0, 0.3], [-0.1, -0.3, 1.1], [0.4, -0.1, -0.2], [0.0, -0.3, 0.0], [-0.9, 0.4, 0.2], [-0.1, 2.0, 1.2], [1.4, -0.4, -0.3], [-1.1, 0.2, 0.6], [-1.3, 0.8, 0.0], [1.9, -0.7, 1.4], [-0.9, -0.3, -1.6], [0.3, 0.4, 1.0], [-1.1, -0.2, 0.5], [0.7, 0.5, -1.2], [-0.2, -0.8, -0.7], [0.4, -0.6, -0.3], [0.0, -0.4, 0.0], [0.0, 0.1, -0.1], [-0.1, -0.4, 0.4], [0.0, 0.1, -1.0], [-0.2, 0.0, 0.1], [0.5, 0.3, 0.1], [0.2, 0.2, 0.1], [-0.1, -0.8, 0.2], [0.2, 0.4, -0.2], [-0.3, -0.3, 0.4], [-0.6, -0.1, -0.1], [0.6, 0.1, -0.5], [-0.4, -1.0, 1.0], [-0.5, 0.3, 0.1], [-1.5, -1.5, 0.3], [0.4, 0.0, 0.3], [-0.1, 0.3, 0.0], [0.4, 0.6, -1.2], [1.9, 0.0, -0.1], [-0.6, -0.8, -0.1], [-0.3, 1.8, 0.7], [-0.2, 0.1, 0.2], [0.8, -0.4, -1.2], [0.5, 1.1, -0.2], [0.4, 1.6, -0.6], [0.2, -0.5, 0.5], [0.4, 0.5, 0.1], [-0.8, -0.2, 0.2], [-1.0, -0.7, 0.5], [0.3, 0.4, 0.3], [0.2, 0.0, -0.3], [0.0, 0.1, 0.0], [0.1, -0.4, 0.0], [0.1, -1.5, -0.3], [-0.4, 0.1, 0.0], [0.2, 0.5, 1.2], [-0.2, -0.2, 0.8], [-0.1, 0.0, -1.5], [-0.4, 2.5, -1.1], [0.7, -0.3, 0.2], [0.6, -0.9, -0.2], [1.0, 0.5, 1.1], [-1.2, 0.2, 0.1], [1.3, 0.2, -1.7], [-0.9, -0.5, 0.1], [0.0, 0.0, -0.8], [0.1, -0.3, -0.4], [-0.2, 0.1, 0.2], [0.7, -0.2, 0.9], [-0.4, -0.8, -0.3], [0.5, -0.5, 0.2], [-0.2, 0.4, -0.1], [-0.2, -0.8, 0.3], [0.2, -0.5, 0.0], [0.0, 0.5, -0.2], [0.4, 1.1, 0.8], [-1.1, 0.1, 0.9], [-0.3, -0.9, -0.4], [-0.9, 0.3, -0.6], [0.5, 0.1, -0.3], [1.7, 0.8, -0.2], [-0.7, -0.9, -0.3], [0.1, 0.8, 0.4], [0.7, 0.6, 0.7], [1.3, 0.2, -0.6], [0.4, -0.5, 0.3], [-0.2, 1.0, 0.9], [-0.1, -0.7, 0.0], [-0.3, 0.6, 0.6], [0.5, -0.3, -0.2], [0.3, -0.3, -0.2], [-0.9, 0.4, 0.3], [-0.3, 0.2, 0.2], [0.0, -0.8, 0.4], [0.2, 0.0, -0.6], [-0.6, -0.3, -0.4], [-0.2, 0.2, -0.1], [-1.0, 0.0, 0.3], [0.1, -0.6, 0.0], [-0.2, -0.4, -0.7], [-0.2, -0.2, 0.1], [-0.7, -1.4, -0.2], [-0.2, 0.1, -0.9], [1.4, -0.5, 0.0], [0.4, -0.3, 2.1], [-0.2, 0.4, -1.2], [0.5, -2.2, 0.2], [1.0, -1.0, 1.8], [-2.6, 0.5, 0.5], [3.0, -0.3, -1.4], [0.1, 0.5, 0.4], [0.7, 0.3, -0.4], [-0.1, 0.2, 1.0], [0.3, 0.2, -0.3], [-0.6, 0.8, -0.2], [-0.6, 0.5, -0.9], [-0.3, -0.1, 0.5], [0.4, 1.1, -0.1], [-0.8, 0.6, -0.4], [-0.2, -0.2, -0.1], [0.4, 0.7, -0.6], [-1.1, 0.5, -0.2], [0.3, 0.1, -0.2], [-0.5, -0.2, 0.4], [1.7, 0.8, 0.1], [0.1, 0.4, 0.5], [0.8, -0.2, -1.1], [-0.3, -1.1, 1.0], [0.4, -0.1, -1.1], [0.3, -0.3, 2.1], [-0.1, -1.2, 0.0], [0.4, 0.0, 0.9], [-1.3, 1.0, 0.1], [-0.2, 0.0, 0.1], [-1.2, -1.4, 0.4], [-0.7, 0.0, -1.1], [-0.2, 0.7, 0.2], [-0.7, 0.4, 0.5], [0.2, 0.5, -0.2], [0.0, 0.2, -0.1], [0.5, -0.5, -0.5], [-0.2, 0.7, -0.6], [-0.3, 0.2, -0.6], [0.2, 0.4, 0.0], [-0.1, -0.6, -0.4], [0.6, 0.4, -0.2], [-0.1, -0.1, 0.0], [0.1, -0.7, 1.1], [0.5, 0.1, -0.2], [-0.4, 0.8, 0.2], [-0.8, 0.2, 0.1], [-0.4, 0.0, 0.1], [0.4, -1.0, 0.8], [1.6, -1.7, 0.4], [-0.3, 0.3, -0.8], [-0.5, -0.9, -0.9], [0.0, 0.3, -1.0], [0.4, 0.3, -0.2], [-0.3, 0.0, 0.1], [-0.1, -1.0, -0.1], [0.1, 0.4, 0.0], [0.8, 0.2, -0.4], [0.2, -0.3, -0.2], [-0.3, 0.1, -0.2], [-0.2, 0.3, -0.1], [-1.5, 0.8, -0.1], [0.2, 0.7, 0.2], [0.0, 0.4, 0.7], [-0.2, -0.1, -0.3], [0.5, 0.6, 0.7], [0.5, 0.2, 0.8], [0.0, 0.4, 0.7], [-0.7, 0.5, 0.2], [1.2, 0.4, -1.6], [-1.6, -1.6, 0.7], [0.3, -0.5, -0.8], [-0.7, -0.1, -0.2], [-0.7, -0.1, 0.2], [0.8, -0.1, 0.3], [0.9, 1.0, -0.1], [0.4, 0.4, -0.1], [-0.4, -1.0, -0.4], [-0.5, 0.0, 0.1], [-0.1, -0.5, 0.5], [1.0, 2.5, -0.6], [0.4, 0.3, -0.1], [0.7, -0.7, 0.5], [-0.1, 0.1, -0.5], [-0.9, 0.4, 0.1], [-0.5, -1.8, 0.5]],
  "mulliken_charge": [-0.650, -0.538, 1.385, -0.350, -0.646, 0.755, -0.931, 0.928, -0.835, 0.368, 0.171, 0.219, 0.207, -1.354, 0.020, 0.587, -0.566, 0.221, 0.088, 0.434, -0.418, 0.314, 0.624, -0.528, -0.382, -0.785, 0.423, -0.007, 0.221, -1.014, -0.264, -0.201, 0.127, 0.223, 0.343, 0.331, 0.411, 0.017, -0.320, 0.347, -0.029, 0.364, 0.384, -0.158, 0.393, 0.114, -0.701, -0.320, -0.879, 0.015, -0.436, -0.178, -0.122, -0.428, -0.558, 0.225, 0.268, 0.296, 0.388, 0.361, 0.066, 0.450, 0.112, 0.251, 0.105, 0.205, 0.433, 0.085, 0.261, -0.821, -0.278, 0.228, 0.140, -0.300, 0.262, -1.176, 0.027, -0.176, 0.213, 0.266, 0.349, -0.285, 0.495, 0.370, -0.571, 0.540, -0.256, 0.297, 0.362, 0.405, -0.234, 0.118, -0.724, -0.395, 0.209, -0.581, 0.072, -0.711, -0.545, -0.298, -0.521, 0.295, 0.344, 0.236, -0.086, 0.377, -0.018, 0.375, 0.362, 0.321, 0.348, 0.350, 0.267, 0.327, 0.013, -0.739, -0.338, -0.521, -0.536, -0.285, -0.377, -0.707, 0.087, -1.017, 0.224, 0.315, 0.299, 0.333, 0.363, 0.346, 0.412, 0.184, 0.420, 0.335, 0.379, 0.523, 0.289, 0.089, -0.843, -0.256, -0.418, -0.743, -0.389, -0.949, -0.033, 0.360, 0.088, 0.356, 0.315, 0.236, 0.241, 0.501, 0.388, 0.365, 0.450, 0.407, -0.155, 0.362, 0.147, 0.092, -0.488, 0.723, 0.932, 0.455, 0.921, 0.205, 1.060, -0.899, 0.345, -0.237, -0.578, -0.670, 0.200, -0.605, -0.298, -0.747, -0.153, -0.528, -0.464, -0.293, 0.591, 0.223, 0.260, -0.395, -0.884, -0.411, -0.634, 2.674, -0.532, 1.074, -1.197, -0.028, -0.891, 0.081, 0.508, 0.286, -0.963, 1.200, -0.481, -0.842, -0.360, -0.424, 0.471, 0.423, 0.339, 0.295, 0.222, -0.585, -0.425, -0.699, -0.383, -0.217, -0.534, -0.277, 0.524, -0.150, 0.145, 0.319, 0.329, 0.360, 0.350, 0.267, 0.421, 0.275, 0.373, 0.178, -0.143, 0.266, 0.256, -0.748, -0.234, 0.370, -0.124, -0.582, -0.124, -0.311, 0.367, 0.307, 0.334, 0.073, -0.515, 0.159, 0.386, -0.297, 0.023, -0.462, 0.302, 0.079, -0.172, 0.501],
  "max_force_ev_per_a": 3.26,
  "homo_energy_ev": -9.1,
  "total_energy_ha": -5311.44352
}